1.
Formula: NO3Rb2
Source: OMol25
Level of theory: ωB97M-V/def2-TZVPD

Computed properties:
Relative energy (zero: lowest compared OMol25 entry of this formula, charge and spin) (kJ/mol): 404.9
LUMO (eV): -4.58
Total charge: +1
Molecular weight (g/mol): 232.94
Orbital gap (Eh): 0.1275

Last column: Löwdin charge in e.
Cartesian coordinates (Å):
Rb  1.081  3.811  -3.054  0.98
Rb  -1.324  -2.762  -3.722  0.98
N  -0.047  -0.259  1.686  -0.78
O  0.111  -1.308  2.157  -0.02
O  0.005  -0.161  0.508  -0.10
O  0.172  0.679  2.425  -0.06

Forces on the atoms, in the same order (eV/Å):
Rb 0.02 0.00 0.32
Rb 0.01 -0.07 0.35
N 3.79 2.11 2.47
O -1.04 -8.04 2.99
O -1.57 1.70 -7.44
O -1.21 4.31 1.31

=====

2.
Formula: CH2FNO
Source: OMol25
Level of theory: ωB97M-V/def2-TZVPD

Computed properties:
Relative energy (zero: lowest compared OMol25 entry of this formula, charge and spin) (kJ/mol): 333.5
LUMO (eV): 0.59
Molecular weight (g/mol): 63.03
SMILES: O=CNF
Orbital gap (Eh): 0.4090

Last column: Löwdin charge in e.
Cartesian coordinates (Å):
O  0.578  1.666  -0.098  0.12
C  -0.028  0.691  -0.061  -0.46
N  0.099  -0.607  -0.139  0.03
F  1.296  -1.211  0.120  -0.02
H  -1.295  0.699  -0.008  0.17
H  -0.650  -1.238  0.185  0.16

Forces on the atoms, in the same order (eV/Å):
O 3.39 2.90 -0.03
C -7.40 -0.85 0.35
N 0.12 -2.97 0.24
F 1.03 -0.30 -0.09
H 2.24 0.36 -0.22
H 0.63 0.86 -0.24

=====

3.
Formula: C22H31N5O3S2
Source: OMol25
Level of theory: ωB97M-V/def2-TZVPD

Computed properties:
Relative energy (zero: lowest compared OMol25 entry of this formula, charge and spin) (kJ/mol): 2205.7
LUMO (eV): -0.08
Molecular weight (g/mol): 477.66
Orbital gap (Eh): 0.3011

Last column: Löwdin charge in e.
Cartesian coordinates (Å):
C  -2.886  1.844  -1.048  -0.01
H  -3.681  2.109  -0.485  0.00
H  -3.320  1.870  -2.198  0.08
H  -2.563  0.754  -0.985  0.08
C  -1.415  2.712  -0.987  -0.27
N  -0.423  2.327  -1.607  -0.10
C  -0.291  2.666  -2.848  -0.55
N  0.853  1.939  -3.500  0.06
N  1.481  1.375  -2.432  0.06
C  0.681  1.622  -1.389  -0.21
C  0.957  0.922  0.051  -0.05
C  0.204  0.339  0.882  -0.12
C  0.758  0.103  1.952  -0.24
C  1.847  0.080  2.422  -0.30
C  2.931  0.595  1.442  -0.01
C  2.415  1.217  0.425  -0.02
H  3.165  1.728  -0.437  0.18
H  3.903  0.784  1.876  0.12
S  2.428  -0.579  3.877  0.63
O  3.190  0.571  4.735  -0.37
O  1.479  -1.136  4.652  -0.24
N  3.537  -1.660  3.662  -0.27
C  2.913  -2.858  2.900  -0.11
H  1.860  -2.539  2.933  0.10
C  3.217  -4.396  3.468  -0.01
H  2.446  -4.840  3.092  0.04
C  3.082  -3.867  5.053  -0.25
H  2.076  -3.394  5.263  0.10
C  4.248  -3.550  5.981  -0.21
C  4.614  -2.079  5.674  -0.17
H  3.824  -1.613  6.057  0.05
C  4.944  -1.821  4.139  -0.08
H  5.248  -0.769  4.172  0.11
H  5.606  -2.382  3.657  0.08
H  5.634  -1.936  6.219  0.14
H  3.896  -3.899  6.952  0.10
H  5.121  -4.370  5.417  0.18
H  2.474  -4.827  5.647  0.14
H  4.185  -4.537  3.441  0.03
H  3.343  -2.978  1.989  0.07
H  -0.160  -0.240  2.810  0.22
H  -0.971  0.437  0.852  0.17
S  -1.458  3.365  -3.873  0.98
C  -1.543  2.217  -5.275  -0.35
H  -0.579  1.651  -5.465  0.09
C  -2.537  1.050  -4.930  -0.52
O  -1.995  0.069  -4.418  0.03
N  -3.825  1.335  -4.891  -0.05
C  -4.567  2.210  -5.328  -0.35
C  -5.974  2.022  -4.659  -0.13
H  -6.729  2.526  -5.480  0.16
C  -6.109  0.505  -4.889  -0.22
C  -4.826  0.072  -4.526  -0.06
H  -4.434  -0.708  -4.726  0.00
H  -4.792  0.220  -3.265  0.19
H  -7.100  0.245  -4.118  0.20
H  -6.149  0.222  -5.910  0.11
H  -6.099  2.438  -3.682  0.10
H  -4.216  3.198  -4.825  0.14
H  -4.716  2.625  -6.282  0.11
H  -2.027  2.639  -6.280  0.13
H  -1.335  2.708  0.222  0.18
H  -1.836  3.670  -1.176  0.10

Forces on the atoms, in the same order (eV/Å):
C 4.35 -2.53 -6.41
H -1.94 1.16 2.52
H 1.24 0.16 2.69
H -0.78 1.21 0.41
C -13.00 2.00 11.69
N 8.05 -2.57 -5.91
C 3.99 -3.03 -7.82
N -2.74 3.14 3.58
N -2.70 0.87 0.46
C 2.79 -4.64 4.95
C 6.52 6.26 -7.76
C -10.49 2.15 -6.92
C -12.28 -5.42 11.26
C 15.12 0.60 0.58
C -0.95 -0.63 5.24
C -0.38 0.63 -6.18
H -2.50 -1.27 2.57
H 0.31 -0.34 -0.41
S 9.11 8.80 4.30
O -2.34 -3.68 -4.29
O -7.32 -3.25 3.30
N 0.81 -4.45 -4.51
C 0.48 -0.22 2.61
H 0.17 -1.41 -0.63
C -1.16 10.32 6.41
H -3.92 -3.87 -1.87
C -5.49 -6.21 1.67
H 1.62 1.11 -0.87
C 1.58 -2.14 -4.81
C 7.33 -4.42 -0.03
H -2.66 3.16 1.12
C -5.70 5.57 5.33
H 0.67 -0.21 -0.22
H 2.05 -2.81 -2.28
H -1.89 0.49 -0.40
H 0.90 0.61 0.21
H -1.99 2.33 2.42
H 2.16 1.25 -1.43
H 4.63 -1.77 -1.35
H 0.79 0.91 -3.36
H 2.71 0.57 -1.89
H 2.49 -0.84 -0.53
S -1.02 1.45 -1.01
C -1.37 -1.79 -2.60
H -1.01 1.28 0.20
C 3.44 1.00 1.92
O -1.20 -0.32 -0.69
N 3.26 -12.58 2.48
C -6.15 12.77 0.88
C -1.59 0.94 -5.81
H 1.43 -0.76 2.59
C -4.45 1.18 2.55
C -0.16 10.53 9.52
H 4.88 -10.12 -2.98
H 0.27 -0.98 -3.15
H 3.02 -0.21 -2.64
H -1.58 0.19 -1.25
H -0.01 -0.21 0.59
H -0.45 -0.44 -0.65
H 0.20 -0.82 -2.37
H 1.63 0.12 2.25
H 0.58 0.13 -2.73
H 0.64 1.09 -0.56

=====

HOMO energy in eV, matching the order above: -8.047; -10.535; -8.269